*a*
{"formula": "C4H5NOS", "method": "ωB97M-V with the def2-TZVPD basis set", "multiplicity": 1, "e_homo_ev": -9.0, "homo_lumo_gap_ev": 9.20, "lumo_ev": 0.19, "species": ["O", "C", "N", "S", "C", "C", "C", "H", "H", "H", "H", "H"], "xyz": [[-2.4057, 0.3122, -0.6901], [-1.2029, 0.1680, -0.3523], [-0.7017, 0.6300, 0.7492], [1.0372, 0.3872, 1.2920], [0.8862, -0.9061, 0.0215], [1.1034, -1.0213, -1.4976], [0.1391, -0.0797, -0.9764], [-1.4188, 1.3365, 1.2578], [0.1873, -1.5511, 0.4910], [1.7821, -0.6666, -2.2413], [0.9194, -2.0679, -1.8904], [0.5381, 0.8818, -1.1828]], "nbo_charge": [-0.6111, 0.6240, -0.7350, 0.4302, -0.3749, -0.3743, -0.3253, 0.4260, 0.2291, 0.2479, 0.2370, 0.2266]}

*b*
{"formula": "C4H5NOS", "method": "ωB97M-V with the def2-TZVPD basis set", "multiplicity": 1, "e_homo_ev": [-7.9, -7.9], "homo_lumo_gap_ev": [7.84, 7.84], "lumo_ev": [-0.02, -0.02], "species": ["C", "N", "S", "C", "C", "C", "O", "H", "H", "H", "H", "H"], "xyz": [[-1.1042, 0.7155, 0.7644], [-1.1941, -0.3922, 0.0883], [-2.8445, -0.9466, -0.1290], [0.0973, -1.1696, -0.2106], [1.4502, -0.3941, -0.2461], [2.5262, -0.9516, 0.2429], [3.5896, -1.2985, 0.4531], [-0.1058, 0.9922, 1.0067], [-1.9222, 1.3191, 0.9112], [-0.1486, -1.7191, -1.0369], [0.0630, -1.7634, 0.6885], [1.6528, 0.5190, -0.6901]], "nbo_charge": [-0.0408, -0.3487, -0.2462, -0.2042, -0.5992, 0.7382, -0.4124, 0.1763, 0.2119, 0.2258, 0.2289, 0.2704]}

Relative calculated energies, zero for the most stable structure, unit hartree: *a* 0.0447; *b* 0.0000.

*a*
{"formula": "C4H5NOS", "method": "ωB97M-V with the def2-TZVPD basis set", "multiplicity": 1, "e_homo_ev": -9.0, "homo_lumo_gap_ev": 9.61, "lumo_ev": 0.65, "species": ["C", "C", "C", "O", "N", "C", "S", "H", "H", "H", "H", "H"], "xyz": [[-1.0609, 0.4877, 2.8669], [-0.4646, 0.0969, 1.9126], [0.2850, -0.6051, 0.7942], [0.9101, -1.5975, 0.8670], [0.1297, 0.0832, -0.4924], [0.3846, -0.5909, -1.6654], [-0.5325, 1.6543, -0.6168], [-1.5884, 0.6616, 3.7706], [1.2990, -1.2184, -1.6635], [-0.4086, -1.3179, -1.9982], [0.5388, 0.1663, -2.4315], [0.5076, 2.1799, -1.3434]], "nbo_charge": [-0.1391, -0.1484, 0.6601, -0.5208, -0.6018, -0.4231, 0.2065, 0.2383, 0.2239, 0.1937, 0.2070, 0.1038]}

*b*
{"formula": "C4H5NOS", "method": "ωB97M-V with the def2-TZVPD basis set", "multiplicity": 1, "e_homo_ev": [-9.1, -8.7], "homo_lumo_gap_ev": [7.61, 7.34], "lumo_ev": [-1.52, -1.40], "species": ["C", "C", "C", "C", "N", "O", "S", "H", "H", "H", "H", "H"], "xyz": [[-0.0883, -1.8725, 1.4965], [0.5814, 0.5564, -0.9813], [0.0688, -0.5049, 1.3773], [-0.4561, -0.4393, -1.0079], [-0.2038, -3.0198, 1.5428], [0.3549, 1.7506, -0.9607], [-2.0674, 0.1073, -1.1957], [1.6063, 0.1555, -0.9963], [1.0653, -0.1032, 1.4442], [-0.7488, 0.1291, 1.6699], [-0.2754, -1.4874, -1.1607], [-1.6733, 1.3984, -1.1166]], "nbo_charge": [0.1974, 0.3124, -0.4412, -0.3670, -0.3071, -0.5631, 0.1237, 0.1442, 0.2362, 0.2398, 0.2495, 0.1752]}

Relative calculated energies, zero for the most stable structure, unit hartree: *a* 0.0000; *b* 0.0076.

*a*
{"formula": "C4H5NOS", "method": "ωB97M-V with the def2-TZVPD basis set", "multiplicity": 1, "e_homo_ev": -8.2, "homo_lumo_gap_ev": 8.50, "lumo_ev": 0.28, "species": ["H", "N", "C", "C", "C", "C", "S", "O", "H", "H", "H", "H"], "xyz": [[2.7087, -1.0376, -1.1811], [2.2860, -0.1669, -1.0004], [1.3347, -0.0390, -0.2421], [0.5270, 1.0801, 0.0869], [-0.7658, 0.8976, 0.3961], [-1.5188, -0.4088, 0.2832], [-0.4767, -1.8532, -0.1800], [0.8215, -1.4130, 0.6478], [0.9240, 2.1678, -0.1046], [-1.5625, 1.6868, 0.5303], [-2.0719, -0.4519, 1.2620], [-2.2062, -0.4618, -0.4981]], "nbo_charge": [0.3887, -0.6188, 0.5601, -0.3487, -0.0807, -0.6140, 0.5304, -0.7579, 0.2605, 0.2222, 0.2237, 0.2346]}

*b*
{"formula": "C4H5NOS", "method": "ωB97M-V with the def2-TZVPD basis set", "multiplicity": 1, "e_homo_ev": -9.1, "homo_lumo_gap_ev": 7.97, "lumo_ev": -1.10, "species": ["C", "C", "N", "C", "O", "C", "S", "H", "H", "H", "H", "H"], "xyz": [[2.1659, -0.8460, -0.1693], [0.8600, -0.5698, 0.0736], [0.2925, 0.6865, -0.2118], [-1.0650, 1.0934, -0.1168], [-1.4256, 2.2157, -0.3154], [-2.0845, 0.0738, 0.3503], [-2.4175, -1.3502, -0.3369], [2.5392, -1.8740, 0.0130], [2.8095, -0.0858, -0.5651], [0.1604, -1.3037, 0.4222], [0.9031, 1.4999, -0.2782], [-2.7382, 0.4602, 1.1344]], "nbo_charge": [-0.4667, -0.0036, -0.6218, 0.6230, -0.5496, -0.3690, 0.1278, 0.2186, 0.1981, 0.2091, 0.4114, 0.2227]}

Relative calculated energies, zero for the most stable structure, unit hartree: *a* 0.0594; *b* 0.0000.

*a*
{"formula": "C16H44N2O7", "method": "ωB97M-V with the def2-TZVPD basis set", "multiplicity": 1, "e_homo_ev": -8.4, "homo_lumo_gap_ev": 8.84, "lumo_ev": 0.39, "species": ["C", "O", "C", "C", "N", "C", "C", "O", "C", "H", "H", "H", "H", "H", "H", "H", "H", "H", "H", "H", "H", "H", "H", "H", "C", "O", "C", "C", "N", "C", "C", "O", "C", "H", "H", "H", "H", "H", "H", "H", "H", "H", "H", "H", "H", "H", "H", "H", "C", "C", "O", "H", "H", "H", "H", "H", "H", "C", "O", "H", "H", "H", "H", "C", "O", "H", "H", "H", "H"], "xyz": [[-11.4664, -9.3339, 12.1129], [-10.4804, -10.3242, 11.9368], [-9.7227, -10.5544, 13.1198], [-8.5201, -11.4019, 12.7237], [-7.5408, -10.7003, 11.8844], [-6.7903, -9.6679, 12.6102], [-6.1323, -8.7419, 11.5913], [-6.9117, -8.1083, 10.5515], [-7.9578, -7.3163, 11.0230], [-12.0747, -9.5046, 13.0012], [-12.0191, -9.1320, 11.1954], [-10.9469, -8.3922, 12.2899], [-10.3126, -11.1349, 13.8291], [-9.4817, -9.6099, 13.6075], [-8.8947, -12.2845, 12.2051], [-7.9808, -11.7946, 13.5857], [-7.9344, -10.2328, 11.0803], [-6.0674, -10.1711, 13.2523], [-7.4490, -9.0891, 13.2577], [-5.3731, -9.3419, 11.0895], [-5.5933, -7.9943, 12.1733], [-8.4841, -6.7194, 10.2782], [-7.6155, -6.5554, 11.7245], [-8.7704, -7.8902, 11.4685], [-3.0750, -3.9087, 15.7699], [-3.8037, -5.1024, 15.8924], [-2.8859, -6.1944, 16.0912], [-3.6550, -7.5026, 16.4004], [-4.2948, -7.5254, 17.7106], [-4.8766, -8.8177, 18.0027], [-5.4841, -8.7986, 19.4350], [-6.5085, -7.8229, 19.5582], [-7.2345, -7.9445, 20.8000], [-2.3800, -3.9728, 14.9326], [-2.4790, -3.6152, 16.6340], [-3.7371, -3.0590, 15.6036], [-2.2625, -5.9389, 16.9480], [-2.2786, -6.2978, 15.1921], [-2.9344, -8.3203, 16.3861], [-4.2386, -7.6122, 15.4863], [-5.0670, -6.8756, 17.6704], [-4.1537, -9.5839, 17.7224], [-5.6989, -9.0325, 17.3202], [-4.7123, -8.6021, 20.1792], [-5.8537, -9.7964, 19.6711], [-8.0685, -7.2433, 20.7701], [-6.6737, -7.8699, 21.7317], [-7.6691, -8.9324, 20.9524], [-9.6825, -14.7038, 16.0268], [-9.9228, -13.5010, 15.0417], [-11.3167, -13.4971, 14.8555], [-10.1794, -15.6698, 15.9368], [-10.0502, -14.3220, 16.9793], [-8.6026, -14.8247, 16.1114], [-9.3763, -13.7730, 14.1386], [-9.5285, -12.5376, 15.3651], [-11.5280, -13.9303, 14.0253], [-4.9228, -14.5484, 16.4483], [-4.4158, -13.3237, 16.6140], [-4.1527, -15.2976, 16.6322], [-5.8419, -14.7053, 17.0128], [-5.1739, -14.6083, 15.3893], [-4.0753, -13.1819, 17.5003], [-7.0922, -11.7200, 17.5292], [-6.7899, -11.9276, 16.2081], [-6.2522, -11.2968, 18.0800], [-7.9384, -11.0377, 17.6104], [-7.2329, -12.7058, 17.9724], [-5.9829, -12.4447, 16.2636]], "nbo_charge": [-0.2467, -0.5518, -0.0914, -0.2448, -0.6315, -0.2527, -0.0730, -0.5322, -0.2584, 0.1714, 0.1959, 0.1534, 0.1776, 0.1637, 0.2010, 0.2096, 0.3657, 0.2047, 0.1593, 0.1945, 0.1653, 0.1923, 0.1629, 0.1618, -0.2492, -0.5440, -0.0628, -0.2394, -0.6168, -0.2401, -0.0615, -0.5421, -0.2539, 0.1597, 0.1639, 0.1916, 0.1700, 0.1670, 0.1871, 0.1735, 0.3687, 0.1964, 0.1731, 0.1680, 0.1575, 0.1988, 0.1716, 0.1627, -0.6354, -0.0626, -0.7320, 0.2170, 0.2035, 0.1928, 0.1576, 0.1851, 0.4727, -0.2477, -0.7209, 0.1686, 0.1606, 0.1870, 0.4772, -0.2404, -0.7418, 0.1440, 0.1863, 0.1498, 0.4822]}

*b*
{"formula": "C16H44N2O7", "method": "ωB97M-V with the def2-TZVPD basis set", "multiplicity": 1, "e_homo_ev": -8.2, "homo_lumo_gap_ev": 8.70, "lumo_ev": 0.50, "species": ["C", "O", "C", "C", "N", "C", "C", "O", "C", "H", "H", "H", "H", "H", "H", "H", "H", "H", "H", "H", "H", "H", "H", "H", "C", "O", "C", "C", "N", "C", "C", "O", "C", "H", "H", "H", "H", "H", "H", "H", "H", "H", "H", "H", "H", "H", "H", "H", "C", "C", "O", "H", "H", "H", "H", "H", "H", "C", "O", "H", "H", "H", "H", "C", "O", "H", "H", "H", "H"], "xyz": [[5.1489, 6.9544, -5.0744], [5.6424, 5.6564, -4.9055], [5.4739, 4.8313, -6.0962], [6.0681, 3.4881, -5.6933], [5.1311, 2.9390, -4.7291], [5.7270, 1.9465, -3.8600], [4.7906, 1.4720, -2.7878], [4.4079, 2.3754, -1.7426], [5.3013, 2.3930, -0.5924], [5.7795, 7.4709, -5.7981], [5.1586, 7.5289, -4.1482], [4.1635, 7.0443, -5.5315], [5.8927, 5.1379, -7.0547], [4.4043, 4.8543, -6.3051], [7.0707, 3.7494, -5.3547], [6.1472, 2.9251, -6.6233], [5.0361, 3.7677, -4.1597], [6.3909, 2.4858, -3.1844], [6.1671, 1.0875, -4.3665], [5.0460, 0.4566, -2.4848], [3.8633, 1.2721, -3.3248], [4.9107, 2.9541, 0.2565], [6.0876, 3.1026, -0.8501], [5.6166, 1.3783, -0.3492], [-3.0494, -2.8167, -1.9233], [-3.8425, -2.1174, -2.8152], [-3.2723, -1.9661, -4.1196], [-4.2396, -1.2499, -5.1155], [-5.5158, -1.8161, -5.4389], [-6.5108, -2.0592, -4.3444], [-7.8394, -2.4807, -4.9968], [-8.7642, -2.9860, -4.1028], [-9.3156, -2.1407, -3.0657], [-2.2885, -2.0721, -1.6896], [-2.5753, -3.7176, -2.3129], [-3.6582, -3.1412, -1.0794], [-2.9009, -2.8726, -4.5974], [-2.3240, -1.4300, -4.1572], [-3.5755, -1.2556, -5.9798], [-4.5112, -0.2103, -4.9320], [-5.8954, -1.4653, -6.3066], [-6.6442, -1.0697, -3.9072], [-6.2468, -2.8302, -3.6205], [-7.6044, -3.3070, -5.6676], [-8.1999, -1.6161, -5.5541], [-8.5190, -1.6860, -2.4768], [-9.9032, -2.6660, -2.3128], [-9.9746, -1.4518, -3.5941], [1.4116, 0.9435, 11.2549], [2.5169, -0.1807, 11.2111], [3.0630, 0.1433, 9.9119], [1.8091, 1.9545, 11.1654], [0.8736, 0.9124, 12.2023], [0.7374, 0.8738, 10.4014], [2.1614, -1.1889, 11.4235], [3.2047, 0.1191, 12.0018], [2.8938, -0.5012, 9.2208], [-2.7378, -4.4197, 9.9271], [-2.0836, -3.1996, 9.5835], [-3.6620, -4.5215, 9.3583], [-2.0301, -5.2478, 9.8886], [-3.0696, -4.4528, 10.9649], [-2.7514, -2.5383, 9.7791], [0.9019, -2.5008, 4.7432], [1.2682, -3.1903, 5.9563], [1.0617, -1.4276, 4.8471], [1.7058, -2.7253, 4.0421], [-0.1103, -2.6888, 4.3851], [0.5806, -3.0107, 6.6018]], "nbo_charge": [-0.2454, -0.5557, -0.0717, -0.2428, -0.6184, -0.2593, -0.0799, -0.5452, -0.2651, 0.1601, 0.1936, 0.1641, 0.1735, 0.1767, 0.1813, 0.1870, 0.3695, 0.1697, 0.2019, 0.1701, 0.1895, 0.1959, 0.1720, 0.1782, -0.2428, -0.5415, -0.0747, -0.2228, -0.6613, -0.2419, -0.0543, -0.5449, -0.2565, 0.1681, 0.1632, 0.1909, 0.1703, 0.1680, 0.1961, 0.1666, 0.3686, 0.1612, 0.2099, 0.1919, 0.1442, 0.1746, 0.1940, 0.1731, -0.6166, -0.0700, -0.7428, 0.2113, 0.1900, 0.2027, 0.1777, 0.1703, 0.4769, -0.2565, -0.7153, 0.1651, 0.1885, 0.1577, 0.4612, -0.2595, -0.7226, 0.1609, 0.1855, 0.1711, 0.4645]}

Relative calculated energies, zero for the most stable structure, unit hartree: *a* 0.0000; *b* 0.0747.

*a*
{"formula": "C5H14N2O", "method": "ωB97M-V with the def2-TZVPD basis set", "multiplicity": 1, "e_homo_ev": -6.7, "homo_lumo_gap_ev": 7.40, "lumo_ev": 0.67, "species": ["C", "C", "C", "C", "C", "N", "N", "O", "H", "H", "H", "H", "H", "H", "H", "H", "H", "H", "H", "H", "H", "H"], "xyz": [[1.0659, 0.3669, -0.3385], [-1.2273, -0.2489, -0.1235], [0.5174, -0.1055, 0.8762], [1.7168, -0.5769, -1.2994], [-1.9198, -1.3783, 0.6101], [0.9378, 1.6565, -0.7083], [-1.8251, 1.0569, 0.0123], [2.4783, 0.1488, 1.4297], [2.6698, 1.0699, 1.6509], [-1.1072, -0.4783, -1.1821], [0.9365, 1.8628, -1.6965], [0.3237, 2.2344, -0.1479], [-2.5879, 1.2188, -0.6378], [-2.1816, 1.2077, 0.9500], [0.1418, 0.5878, 1.6138], [0.6685, -1.1363, 1.1475], [1.3208, -1.5869, -1.1920], [2.7767, -0.6111, -1.0407], [1.5974, -0.2631, -2.3390], [-1.9689, -1.1785, 1.6854], [-2.9479, -1.5246, 0.2541], [-1.3857, -2.3222, 0.4758]], "nbo_charge": [0.4913, -0.0769, -0.2881, -0.6897, -0.6453, -0.7556, -0.8781, -1.0976, 0.4216, 0.1762, 0.3905, 0.4154, 0.3653, 0.3596, 0.2228, 0.2381, 0.2331, 0.2899, 0.2071, 0.2031, 0.2029, 0.2145]}

*b*
{"formula": "C5H14N2O", "method": "ωB97M-V with the def2-TZVPD basis set", "multiplicity": 1, "e_homo_ev": -5.9, "homo_lumo_gap_ev": 6.79, "lumo_ev": 0.91, "species": ["C", "C", "C", "C", "C", "N", "N", "O", "H", "H", "H", "H", "H", "H", "H", "H", "H", "H", "H", "H", "H", "H"], "xyz": [[0.3278, -0.2139, -0.0053], [-1.6942, -1.2249, 0.3472], [1.1971, 2.1383, 0.5565], [-0.3026, 0.7189, 0.8377], [1.4954, -1.0131, 0.4958], [0.2787, -0.0228, -1.3679], [-2.2518, -1.1222, -0.9937], [2.2000, 1.9598, -0.4047], [1.7661, 1.6931, -1.2283], [0.7077, -0.7630, -1.9068], [-0.6884, 0.1502, -1.6786], [-2.4914, -2.0161, -1.4163], [-3.0841, -0.5432, -0.9894], [-1.2799, -2.2096, 0.5658], [-2.4381, -0.9720, 1.1073], [0.5469, 2.9914, 0.3347], [1.6737, 2.2504, 1.5286], [-1.1614, 1.2647, 0.4767], [-0.1938, 0.5748, 1.9013], [1.4835, -2.0120, 0.0556], [2.4284, -0.5274, 0.2045], [1.4805, -1.1014, 1.5794]], "nbo_charge": [0.3090, -0.3808, -0.1489, -0.3934, -0.6754, -0.8483, -0.8825, -0.7362, 0.4817, 0.3765, 0.4104, 0.3682, 0.3625, 0.1670, 0.1708, 0.1391, 0.1590, 0.2094, 0.2243, 0.2150, 0.2472, 0.2253]}

Relative calculated energies, zero for the most stable structure, unit hartree: *a* 0.0000; *b* 0.0373.

*a*
{"formula": "C5H14N2O", "method": "ωB97M-V with the def2-TZVPD basis set", "multiplicity": 1, "e_homo_ev": -7.9, "homo_lumo_gap_ev": 8.95, "lumo_ev": 1.08, "species": ["C", "C", "C", "C", "C", "N", "N", "O", "H", "H", "H", "H", "H", "H", "H", "H", "H", "H", "H", "H", "H", "H"], "xyz": [[-1.2284, 0.8870, -0.1597], [1.7046, -0.9077, -0.2114], [-0.2635, -2.2618, 0.0519], [-0.9688, 2.2253, 0.4682], [2.2522, 0.4876, -0.4736], [0.2458, -0.9196, -0.1535], [-2.4998, 0.3987, -0.0078], [-0.1846, -0.1061, 0.9528], [-0.9092, 0.8318, -1.1976], [-2.6955, -0.4599, -0.5038], [-2.8025, 0.3605, 0.9586], [2.0036, -1.5873, -1.0154], [2.1106, -1.2864, 0.7402], [0.0625, -2.9111, -0.7635], [-1.3540, -2.2267, 0.0712], [0.0743, -2.6696, 1.0149], [0.0838, 2.4733, 0.3802], [-1.5661, 2.9719, -0.0643], [-1.2395, 2.2046, 1.5206], [1.8542, 0.8925, -1.4056], [3.3388, 0.4555, -0.5500], [1.9816, 1.1476, 0.3477]], "nbo_charge": [0.3051, -0.2270, -0.4163, -0.6489, -0.6138, -0.2066, -0.8082, -0.5437, 0.2066, 0.3808, 0.3808, 0.1900, 0.1638, 0.1959, 0.1864, 0.1715, 0.2272, 0.2147, 0.2169, 0.1990, 0.2094, 0.2164]}

*b*
{"formula": "C5H14N2O", "method": "ωB97M-V with the def2-TZVPD basis set", "multiplicity": 1, "e_homo_ev": -8.9, "homo_lumo_gap_ev": 9.46, "lumo_ev": 0.58, "species": ["C", "C", "C", "C", "N", "C", "N", "H", "H", "H", "H", "H", "H", "H", "H", "H", "H", "H", "H", "O", "H", "H"], "xyz": [[1.7369, -0.3105, -2.1154], [0.4802, -0.4312, -1.7193], [0.0360, -1.4425, -0.7168], [-0.2349, -0.7627, 0.6590], [-0.0773, -1.8144, 1.6957], [-1.5437, 0.0335, 0.7129], [-1.3869, 1.2770, 1.4304], [2.5108, -0.8864, -1.6205], [2.1267, 0.4694, -2.7513], [-0.2715, 0.3234, -1.9573], [-0.9497, -1.8745, -0.9429], [0.7638, -2.2278, -0.5331], [0.6362, -0.1506, 0.8872], [-0.8187, -2.4980, 1.5537], [-0.2912, -1.4464, 2.6219], [-2.2199, -0.6273, 1.2686], [-1.9663, 0.0649, -0.2983], [-2.1683, 1.8973, 1.2688], [-0.5288, 1.7657, 1.2162], [1.1589, 2.5957, -0.0478], [0.9007, 3.4659, -0.3712], [2.1070, 2.5795, -0.2406]], "nbo_charge": [-0.4096, -0.1562, -0.4479, -0.0410, -0.8270, -0.2351, -0.8492, 0.1873, 0.1934, 0.1967, 0.1995, 0.2270, 0.1918, 0.3344, 0.3576, 0.1780, 0.1587, 0.3551, 0.3821, -0.9418, 0.4701, 0.4762]}

Relative calculated energies, zero for the most stable structure, unit hartree: *a* 0.0612; *b* 0.0000.